Arrangement one

{
  "formula": "C6H7NO3",
  "method": "ωB97M-V with the def2-TZVPD basis set",
  "lumo_ev": 0.5,
  "homo_ev": -9.4387,
  "species": ["C", "C", "C", "C", "C", "N", "C", "O", "O", "O", "H", "H", "H", "H", "H", "H", "H"],
  "coordinates": [[0.352, 1.017, -0.053], [0.051, 1.302, 1.402], [-0.958, 0.437, -1.514], [-0.466, -1.615, 1.446], [0.040, -0.389, -0.685], [1.064, -1.018, -1.478], [-0.625, -1.430, 0.175], [-0.632, 1.612, -0.936], [-1.755, 0.209, -2.362], [-0.365, -1.803, 2.589], [1.351, 1.381, -0.322], [1.861, -1.274, -0.908], [1.368, -0.441, -2.251], [-1.221, -2.140, -0.377], [-0.955, 0.987, 1.658], [0.764, 0.795, 2.044], [0.126, 2.370, 1.572]]
}



Arrangement two

{
  "formula": "C6H7NO3",
  "method": "ωB97M-V with the def2-TZVPD basis set",
  "lumo_ev": -1.1,
  "homo_ev": -10.1292,
  "smiles": "N#CC1=CC(=O)COC1.O",
  "species": ["N", "C", "C", "C", "C", "O", "C", "O", "C", "H", "H", "H", "H", "H", "O", "H", "H"],
  "coordinates": [[2.653, -0.554, 1.131], [1.672, -0.003, 0.735], [0.311, -0.053, 0.225], [0.054, -0.411, -1.046], [-1.343, -0.652, -1.471], [-1.617, -1.081, -2.573], [-2.408, -0.429, -0.416], [-2.005, 0.517, 0.546], [-0.811, 0.193, 1.209], [0.846, -0.598, -1.772], [-3.323, -0.057, -0.892], [-2.633, -1.407, 0.054], [-0.569, 1.037, 1.866], [-0.941, -0.704, 1.845], [3.283, 1.738, 0.365], [3.093, 1.704, -0.583], [3.738, 0.760, 0.777]]
}



It comes down to arrangement one, which is 0.0661 hartree more stable than the next structure.



Arrangement one

{
  "formula": "C3H3IN2OS",
  "method": "ωB97M-V with the def2-TZVPD basis set",
  "lumo_ev": -0.9,
  "homo_ev": -8.7464,
  "smiles": "Cc1nnoc1SI",
  "species": ["C", "C", "N", "N", "O", "C", "S", "I", "H", "H", "H"],
  "coordinates": [[-1.209, 0.109, -1.317], [0.035, 0.025, -0.573], [1.214, -0.384, -1.131], [2.142, -0.575, -0.298], [1.646, -0.295, 0.967], [0.370, 0.051, 0.823], [-0.601, 0.539, 2.212], [0.807, 0.075, 3.992], [-1.926, 0.186, -0.589], [-1.204, 0.964, -2.124], [-1.274, -0.695, -1.963]]
}



Arrangement two

{
  "formula": "C3H3IN2OS",
  "method": "ωB97M-V with the def2-TZVPD basis set",
  "lumo_ev": [-1.3, -1.3],
  "homo_ev": [-7.8677, -7.8667],
  "species": ["C", "C", "C", "N", "N", "O", "S", "I", "H", "H", "H"],
  "coordinates": [[0.284, -0.342, 1.683], [1.285, 1.135, 0.690], [-0.717, -0.512, -0.267], [-0.483, -0.951, 0.939], [-1.065, -1.041, -1.371], [0.454, 0.740, -1.948], [0.089, 1.201, -0.575], [1.280, 2.817, 1.955], [0.681, -0.727, 2.574], [-1.302, -1.923, -1.619], [-0.505, -0.398, -2.059]]
}



It comes down to arrangement one, which is 0.1377 hartree more stable than the next structure.



Arrangement one

{
  "formula": "C3H11NS",
  "method": "ωB97M-V with the def2-TZVPD basis set",
  "lumo_ev": 1.0,
  "homo_ev": -9.3764,
  "smiles": "CCCN.S",
  "species": ["C", "C", "C", "N", "H", "H", "H", "H", "H", "H", "H", "H", "H", "S", "H", "H"],
  "coordinates": [[0.493, 0.757, -1.959], [0.874, 0.466, -0.472], [-0.246, 0.684, 0.569], [0.044, 0.062, 1.894], [0.389, 1.814, -2.265], [-0.498, 0.268, -2.084], [1.226, 0.299, -2.649], [1.124, -0.578, -0.398], [1.741, 1.070, -0.196], [-1.139, 0.150, 0.211], [-0.511, 1.778, 0.625], [-0.668, 0.375, 2.522], [0.939, 0.349, 2.254], [-1.085, -2.739, 0.069], [-0.513, -2.017, 1.022], [-2.170, -2.738, 0.859]]
}



Arrangement two

{
  "formula": "C3H11NS",
  "method": "ωB97M-V with the def2-TZVPD basis set",
  "lumo_ev": 0.8,
  "homo_ev": -8.6635,
  "smiles": "CCNC.S",
  "species": ["C", "C", "N", "C", "H", "H", "H", "H", "H", "H", "H", "H", "H", "S", "H", "H"],
  "coordinates": [[0.074, -0.368, -1.316], [-0.988, -0.990, -0.416], [-0.518, -2.278, 0.111], [-1.124, -2.619, 1.391], [-0.339, 0.465, -1.878], [0.431, -1.092, -2.054], [0.918, -0.091, -0.688], [-1.895, -1.224, -0.974], [-1.173, -0.305, 0.420], [0.488, -2.285, 0.223], [-0.819, -3.618, 1.694], [-0.835, -1.930, 2.202], [-2.208, -2.558, 1.306], [1.222, 2.921, -0.037], [0.426, 3.830, 0.561], [1.582, 2.278, 1.078]]
}



It comes down to arrangement one, which is 0.0109 hartree more stable than the next structure.



Arrangement one

{
  "formula": "C2H3NO3S",
  "method": "ωB97M-V with the def2-TZVPD basis set",
  "lumo_ev": 0.3,
  "homo_ev": -10.2231,
  "species": ["C", "C", "N", "O", "O", "O", "S", "H", "H", "H"],
  "coordinates": [[-0.522, -0.500, -0.063], [-1.798, 0.142, -0.021], [0.441, -1.091, -0.178], [2.417, 0.685, 1.363], [1.755, 1.278, -0.846], [1.561, -1.514, -0.253], [2.615, 0.434, -0.053], [-1.847, 0.593, -1.050], [-1.941, 0.612, 1.048], [-2.683, -0.639, 0.053]]
}



Arrangement two

{
  "formula": "C2H3NO3S",
  "method": "ωB97M-V with the def2-TZVPD basis set",
  "lumo_ev": -0.2,
  "homo_ev": -10.6878,
  "species": ["C", "C", "N", "O", "O", "O", "S", "H", "H", "H"],
  "coordinates": [[0.156, 0.304, -1.137], [-0.384, -0.977, -1.501], [-0.755, -0.391, 1.403], [1.618, 0.103, 0.978], [-0.020, 1.921, 0.845], [0.851, -0.873, -1.546], [0.286, 0.563, 0.637], [0.241, 1.116, -1.952], [-0.410, -1.324, 1.355], [-1.583, -0.442, 0.919]]
}



Arrangement three

{
  "formula": "C2H3NO3S",
  "method": "ωB97M-V with the def2-TZVPD basis set",
  "lumo_ev": [-0.7, -1.2],
  "homo_ev": [-8.8974, -8.2270],
  "species": ["C", "C", "N", "O", "O", "O", "S", "H", "H", "H"],
  "coordinates": [[0.035, -0.716, 0.102], [0.597, 0.579, -0.285], [0.058, 1.735, -0.050], [-0.968, -0.784, 1.001], [0.671, 2.776, -0.718], [-1.840, -3.140, 0.992], [-2.016, -1.823, 1.671], [0.593, -1.609, -0.303], [1.533, 0.554, -0.990], [1.338, 2.427, -1.421]]
}



It comes down to arrangement one, which is 0.0343 hartree more stable than the next structure.



Arrangement one

{
  "formula": "C3H3N2OS2",
  "method": "ωB97M-V with the def2-TZVPD basis set",
  "lumo_ev": 3.5,
  "total_charge": -1,
  "homo_ev": -4.0850,
  "smiles": "Cn1sc([O-])nc1=S",
  "species": ["C", "N", "S", "C", "O", "N", "C", "S", "H", "H", "H"],
  "coordinates": [[-0.863, -1.123, -0.811], [-0.384, 0.204, -0.641], [1.161, 0.745, -1.184], [1.755, 1.233, 0.567], [2.890, 1.508, 0.726], [0.647, 1.183, 1.329], [-0.450, 0.576, 0.905], [-1.763, 0.232, 1.783], [-1.517, -1.454, -0.051], [-1.362, -1.274, -1.749], [-0.114, -1.829, -0.875]]
}



Arrangement two

{
  "formula": "C3H3N2OS2",
  "method": "ωB97M-V with the def2-TZVPD basis set",
  "lumo_ev": 3.4,
  "total_charge": -1,
  "homo_ev": -3.6827,
  "species": ["C", "C", "C", "N", "N", "O", "S", "S", "H", "H", "H"],
  "coordinates": [[0.526, 0.801, -0.253], [-1.742, 2.797, -1.073], [0.688, -2.236, 0.825], [-0.335, 1.396, -0.781], [1.508, 0.309, 0.355], [-1.163, 3.758, -0.718], [-3.019, 2.057, -1.651], [2.151, -1.246, 0.302], [0.070, -2.614, 0.118], [0.299, -1.776, 1.765], [1.018, -3.246, 1.111]]
}



It comes down to arrangement one, which is 0.0485 hartree more stable than the next structure.